DFT (wB97M-V/def2-TZVPD) results for a cluster of 11 separate species, C44H88O19 in total at a distorted geometry.

The value obtained for the energy above the lowest of the compared OMol25 structures with the same formula, charge and spin is 0.00 kJ/mol. The multiplicity is 1. As for the SMILES: CCOC(=O)OC.CCOC(=O)OC.CCOC(=O)OC.CCOC(=O)OC.C1CCOC1.C1CCOC1.C1CCOC1.C1CCOC1.C1CCOC1.C1CCOC1.C1CCOC1. Its LUMO energy is 0.02140 Ha. The calculation puts the strongest force on any atom at 2.33 eV Å⁻¹.

Geometry as XYZ:
```
151
Properties=species:S:1:pos:R:3:forces:R:3
C -11.7512 0.2979 -22.1009 -0.49 0.02 0.38
C -12.1939 -0.7146 -23.1415 0.71 0.10 0.57
O -13.5394 -1.0722 -22.8444 -0.26 0.35 0.24
C -14.1675 -1.9266 -23.6395 0.08 -0.74 -0.06
O -13.7093 -2.5396 -24.5658 0.24 0.14 -0.25
O -15.4006 -2.0516 -23.1767 -0.66 0.42 0.98
C -16.3110 -2.9326 -23.8141 0.42 0.59 -1.86
H -11.8534 -0.0591 -21.0729 0.01 -0.42 -0.14
H -12.3960 1.1780 -22.1233 0.35 0.23 -0.29
H -10.6939 0.5228 -22.2343 -0.09 0.30 -0.17
H -11.5390 -1.5828 -23.0373 -0.20 -0.18 -0.41
H -12.1255 -0.2873 -24.1412 -0.02 -0.21 -0.08
H -16.4285 -2.5973 -24.8515 0.10 -0.07 -0.04
H -17.3007 -2.7873 -23.3941 0.25 -0.42 0.68
H -15.8965 -3.9347 -23.8955 -0.34 -0.17 0.51
C -12.1205 -8.7640 -13.5865 -0.13 -0.09 0.49
C -13.1199 -7.9714 -14.4206 0.56 -0.38 -0.14
O -13.2177 -8.7054 -15.6627 0.27 -0.08 -0.01
C -13.7121 -8.0551 -16.7047 -0.38 0.41 -0.37
O -14.2618 -6.9824 -16.6886 0.13 0.22 0.18
O -13.5250 -8.8025 -17.7822 0.49 -0.85 -0.08
C -13.5784 -8.2225 -19.0705 0.00 0.85 -0.91
H -12.6489 -9.6301 -13.1883 0.32 -0.18 0.03
H -11.6806 -8.2206 -12.7477 -0.51 0.31 0.08
H -11.2333 -9.0870 -14.1276 -0.31 -0.11 -0.44
H -12.7724 -6.9610 -14.6291 -0.23 0.06 0.00
H -14.1155 -7.9882 -13.9816 0.08 0.36 0.20
H -13.8928 -8.9552 -19.8094 -0.26 -0.23 0.35
H -12.6002 -7.9004 -19.4364 0.26 -0.11 0.51
H -14.2216 -7.3461 -19.1250 -0.24 -0.18 0.24
C -9.5858 -7.3304 -15.8208 0.62 0.19 0.72
C -9.9070 -5.8560 -16.0270 0.69 -0.75 0.24
O -10.8210 -5.3287 -15.0695 -1.32 0.55 -0.24
C -10.4399 -4.9149 -13.8789 1.57 -0.98 0.53
O -9.3336 -5.0969 -13.4214 -0.09 0.37 -0.04
O -11.4518 -4.3566 -13.2403 -1.22 0.28 -0.31
C -11.2172 -3.8797 -11.9056 0.84 -0.03 -0.69
H -8.7493 -7.5587 -16.4858 -0.66 -0.43 -0.69
H -10.4583 -7.9779 -15.8339 0.11 -0.14 -0.68
H -9.0754 -7.5451 -14.8760 -0.37 0.56 0.35
H -10.4217 -5.6805 -16.9686 0.18 -0.01 -0.12
H -8.9405 -5.3516 -16.0073 -0.25 0.54 0.09
H -11.4290 -4.6774 -11.1986 0.14 0.05 0.10
H -11.8485 -3.0147 -11.7360 -0.20 -0.14 -0.11
H -10.1713 -3.5742 -11.9163 -0.03 -0.04 0.71
C -10.1418 -1.2316 -17.0589 0.07 0.80 0.25
C -9.0263 -1.2072 -18.0748 0.03 -1.23 -0.15
O -9.0463 0.0813 -18.6726 -0.43 0.52 -0.15
C -8.2831 0.2639 -19.7494 0.94 -0.58 0.37
O -7.4463 -0.5058 -20.1444 -0.42 0.44 -0.22
O -8.5656 1.4632 -20.2364 -0.60 0.72 0.33
C -7.9891 1.9046 -21.4393 0.29 -0.57 -1.39
H -10.2232 -2.1307 -16.4502 0.27 -0.20 -0.27
H -11.0910 -1.0633 -17.5678 -0.07 -0.03 0.10
H -9.9671 -0.3916 -16.3812 -0.24 -0.03 0.11
H -9.2052 -1.9717 -18.8357 0.01 0.17 -0.14
H -8.0363 -1.4254 -17.6686 -0.03 0.20 0.15
H -7.3999 2.8119 -21.3307 -0.12 0.02 0.42
H -8.7902 2.0754 -22.1624 -0.10 0.27 0.22
H -7.3646 1.1417 -21.9097 0.14 -0.07 0.39
C -13.7606 -2.9524 -18.2039 -0.81 0.58 0.94
C -13.6726 -3.0565 -19.7059 0.97 -0.30 -0.51
C -12.1554 -3.1455 -19.8658 0.35 1.28 0.87
O -11.6560 -3.8945 -18.7423 -0.42 -0.13 -0.17
C -12.7205 -3.9526 -17.7457 -0.04 -0.60 -0.74
H -14.7784 -3.1142 -17.8367 0.13 -0.62 0.04
H -13.5624 -1.9625 -17.7786 0.42 0.17 -0.53
H -14.0653 -2.2077 -20.2629 -0.16 -0.09 -0.02
H -14.0954 -4.0042 -20.0526 -0.37 0.13 -0.01
H -11.7834 -2.1228 -19.7039 0.11 0.12 -0.32
H -11.7374 -3.4725 -20.8167 -0.20 -0.52 0.09
H -12.2999 -3.7844 -16.7567 0.01 0.05 -0.01
H -13.1504 -4.9564 -17.8112 0.08 -0.06 0.36
C -17.8825 -6.4034 -21.9676 -0.04 -0.05 -0.85
C -17.8360 -7.9026 -21.7928 0.50 -1.78 1.42
C -16.7345 -8.1094 -20.7006 -1.25 1.00 -1.04
O -15.8979 -6.9815 -20.8814 1.58 0.10 0.96
C -16.4461 -5.9331 -21.6383 -1.66 -0.89 -0.56
H -18.6530 -5.9559 -21.3420 0.10 0.11 0.03
H -18.0836 -6.2026 -23.0215 -0.33 0.36 0.15
H -17.5950 -8.4999 -22.6725 0.17 0.44 -0.26
H -18.7170 -8.3882 -21.3666 -0.40 0.45 -0.31
H -16.1726 -9.0369 -20.7875 0.15 0.11 -0.11
H -17.2298 -8.0736 -19.7254 0.26 -0.02 0.17
H -15.9213 -5.8540 -22.5937 0.40 0.24 0.22
H -16.4929 -4.9773 -21.1139 0.46 -0.06 0.18
C -8.5893 -4.5122 -21.3808 -0.82 -0.12 -0.27
C -7.9346 -5.3023 -20.2601 -0.95 1.68 0.90
C -7.3318 -4.0924 -19.4755 -0.07 -1.16 -0.16
O -6.9621 -3.1173 -20.4559 0.08 -0.41 0.76
C -7.5519 -3.4678 -21.6983 0.76 -1.01 -0.39
H -9.4730 -3.9564 -21.0449 -0.04 -0.36 0.39
H -8.9337 -5.1517 -22.1963 0.35 0.28 -0.24
H -7.2056 -6.0206 -20.6252 0.12 0.03 0.10
H -8.7075 -5.7566 -19.6391 0.21 -0.44 -0.03
H -6.5435 -4.4646 -18.8150 0.69 0.52 -0.48
H -8.0478 -3.6584 -18.7750 -0.39 -0.06 -0.22
H -6.7611 -3.9661 -22.2773 -0.07 0.44 -0.44
H -7.9674 -2.6073 -22.2208 0.27 0.19 0.14
C -17.5757 -5.6302 -18.2477 -1.58 -0.26 0.57
C -17.5316 -4.6433 -17.0750 1.66 0.20 -0.80
C -19.0113 -4.4686 -16.7653 1.09 0.29 1.14
O -19.6008 -5.7188 -17.0371 -0.67 -0.29 -0.71
C -18.6457 -6.5731 -17.6743 0.30 -0.08 0.05
H -16.7261 -6.1822 -18.6383 0.46 0.41 0.39
H -18.0658 -5.0629 -19.0478 0.18 -0.26 -0.37
H -16.9836 -3.7430 -17.3715 -0.43 0.25 0.07
H -16.9316 -5.0413 -16.2538 -0.35 -0.22 0.17
H -19.4454 -3.6169 -17.3000 -0.23 -0.35 -0.31
H -19.1054 -4.2588 -15.6940 -0.29 0.05 -0.08
H -19.0902 -7.2373 -18.4191 -0.46 0.35 -0.04
H -18.2564 -7.2341 -16.8928 0.41 0.00 -0.09
C -12.2217 0.7625 -13.6914 -0.79 0.73 0.06
C -12.0004 -0.7071 -13.3336 2.04 0.27 -0.23
C -12.8698 -1.5070 -14.3061 0.08 0.55 0.29
O -13.4432 -0.5365 -15.1752 -0.64 0.26 -0.18
C -13.5354 0.7178 -14.4864 0.06 -0.96 0.64
H -11.4285 1.1938 -14.3011 0.07 -0.27 -0.11
H -12.2988 1.3975 -12.8075 -0.08 -0.03 0.01
H -12.1424 -0.9233 -12.2757 -0.58 0.05 -0.08
H -10.9284 -0.8876 -13.4688 -0.07 -0.31 -0.15
H -13.5498 -2.0523 -13.6405 -0.70 -0.06 -0.70
H -12.3842 -2.1934 -14.9956 0.31 -0.21 0.43
H -14.3901 0.6619 -13.8021 -0.02 0.09 0.14
H -13.7444 1.5270 -15.1800 0.34 -0.10 -0.25
C -18.4080 -1.6376 -19.9194 0.33 0.18 0.26
C -17.0134 -1.4143 -20.5156 0.13 1.36 -0.02
C -16.4550 -0.3569 -19.5353 -0.48 -1.07 0.31
O -17.5572 0.4848 -19.2476 0.11 0.31 -0.40
C -18.7582 -0.2900 -19.2790 0.56 0.22 0.20
H -18.3342 -2.3271 -19.0763 -0.12 -0.51 -0.40
H -19.1647 -1.9272 -20.6451 0.05 -0.33 0.09
H -17.0514 -0.8825 -21.4689 -0.26 -0.36 -0.21
H -16.3754 -2.2866 -20.6356 -0.13 -0.11 0.14
H -15.6341 0.2552 -19.9003 0.02 -0.07 -0.07
H -16.1647 -0.9017 -18.6252 0.32 0.25 0.13
H -19.5076 0.2670 -19.8406 -0.07 0.05 0.16
H -19.0462 -0.4272 -18.2338 -0.50 0.01 -0.12
C -11.8556 -5.8812 -22.6357 0.89 -0.17 0.19
C -10.9315 -6.8224 -23.4322 0.55 -0.07 -0.85
C -11.4736 -8.2324 -23.1690 0.63 0.45 0.24
O -12.3351 -8.1007 -22.0608 0.09 -0.47 1.05
C -12.9546 -6.8362 -22.1490 -0.06 0.58 -0.96
H -12.1356 -4.9179 -23.0651 -0.46 -0.43 -0.66
H -11.2456 -5.5348 -21.7944 -0.32 -0.35 0.39
H -9.8945 -6.7582 -23.0981 -0.11 0.09 0.16
H -10.8680 -6.6962 -24.5158 -0.30 0.47 0.05
H -10.6720 -8.9073 -22.8693 -0.14 -0.18 -0.13
H -11.9508 -8.6094 -24.0807 -0.38 -0.16 0.26
H -13.3569 -6.4346 -21.2217 -0.17 -0.76 0.23
H -13.7557 -7.0396 -22.8713 -0.25 0.98 -0.04
```
Forces are in eV/Å.